{"formula": "C15H15NO3", "method": "ωB97M-V with the def2-TZVPD basis set", "mol_weight_g_mol": 257.3, "e_tot_ev": -23431.43113, "smiles": "O=C(Nc1ccccc1)OCCOc1ccccc1", "homo_ev": -8.61, "total_charge": 0, "homo_lumo_gap_ev": 9.3, "e_lumo_ev": 0.6, "species": ["O", "C", "N", "C", "C", "C", "C", "C", "C", "O", "C", "C", "O", "C", "C", "C", "C", "C", "C", "H", "H", "H", "H", "H", "H", "H", "H", "H", "H", "H", "H", "H", "H", "H"], "xyz": [[-1.9150, -1.7464, 0.0939], [-1.7801, -0.5678, -0.0957], [-2.7481, 0.3827, -0.1612], [-4.1343, 0.2328, -0.0431], [-4.7392, -0.9994, 0.1805], [-6.1164, -1.0765, 0.2850], [-6.9006, 0.0586, 0.1701], [-6.2978, 1.2854, -0.0519], [-4.9231, 1.3751, -0.1584], [-0.5743, 0.0377, -0.2808], [0.5551, -0.8248, -0.2565], [1.8011, 0.0359, -0.0805], [2.9098, -0.8284, -0.1270], [4.1628, -0.2940, -0.0208], [5.2149, -1.2079, -0.0912], [6.5207, -0.7750, 0.0029], [6.8008, 0.5730, 0.1685], [5.7599, 1.4788, 0.2396], [4.4428, 1.0566, 0.1464], [-2.4152, 1.3226, -0.3280], [-4.1304, -1.8830, 0.2697], [-6.5791, -2.0366, 0.4580], [-7.9746, -0.0107, 0.2527], [-6.8994, 2.1776, -0.1432], [-4.4540, 2.3336, -0.3323], [0.6154, -1.3844, -1.1963], [0.4593, -1.5427, 0.5641], [1.8450, 0.7779, -0.8895], [1.7518, 0.5638, 0.8817], [4.9768, -2.2517, -0.2202], [7.3259, -1.4922, -0.0534], [7.8228, 0.9119, 0.2416], [5.9662, 2.5312, 0.3692], [3.6507, 1.7864, 0.2061]], "atomic_forces_ev_per_a": [[-0.0640, -0.2568, 0.0203], [0.3158, 0.1841, -0.0402], [0.1848, 0.5471, -0.0990], [-0.2538, -0.1980, 0.0472], [0.1349, -0.1239, 0.0079], [-0.0601, 0.1249, -0.0148], [-0.1425, -0.0363, 0.0152], [0.0188, -0.0027, -0.0004], [0.0926, -0.0413, 0.0008], [-0.0818, 0.2460, 0.0381], [0.4016, -0.4861, 0.0712], [-0.4584, 0.3255, -0.0256], [0.0797, -0.1367, -0.0148], [0.1711, -0.0676, -0.0039], [-0.2193, 0.0070, -0.0051], [-0.0582, -0.0271, -0.0048], [0.1045, 0.1444, 0.0208], [0.1459, -0.0303, 0.0002], [-0.3815, -0.0496, -0.0177], [-0.0111, -0.2089, 0.0295], [0.0221, -0.0382, 0.0055], [-0.0256, -0.0857, 0.0150], [-0.0893, -0.0053, 0.0076], [-0.0333, 0.0717, -0.0084], [0.0483, 0.1029, -0.0187], [-0.0068, 0.0512, 0.1267], [0.0504, 0.1051, -0.1425], [0.0488, -0.0353, 0.1115], [0.0332, -0.0197, -0.1156], [-0.0222, -0.1332, -0.0169], [0.0549, -0.0706, -0.0062], [0.0834, 0.0310, 0.0072], [0.0099, 0.0762, 0.0098], [-0.0932, 0.0360, 0.0004]], "nbo_charge": [-0.63, 0.89, -0.63, 0.24, -0.28, -0.18, -0.24, -0.19, -0.28, -0.53, -0.08, -0.08, -0.49, 0.30, -0.26, -0.19, -0.24, -0.20, -0.27, 0.41, 0.25, 0.21, 0.21, 0.21, 0.20, 0.19, 0.21, 0.18, 0.18, 0.22, 0.21, 0.21, 0.21, 0.21]}

=====

{"formula": "C15H16BF10GaN2OSe2", "method": "ωB97M-V with the def2-TZVPD basis set", "mol_weight_g_mol": 668.7, "e_tot_ev": -231769.22989, "homo_ev": -8.28, "total_charge": 0, "homo_lumo_gap_ev": 7.7, "e_lumo_ev": -0.6, "species": ["Ga", "F", "B", "F", "F", "F", "C", "C", "O", "C", "F", "F", "F", "C", "F", "F", "F", "H", "H", "H", "Se", "C", "C", "C", "C", "C", "C", "H", "H", "H", "H", "H", "C", "N", "C", "C", "N", "C", "C", "Se", "H", "H", "H", "H", "H", "H", "H", "H"], "xyz": [[-0.7692, -1.0944, 3.2083], [-4.9083, -1.2594, 3.2627], [-3.5473, -1.1578, 3.2990], [-3.0152, -0.4837, 2.1495], [-2.8933, -2.4373, 3.3153], [-3.0675, -0.4538, 4.4288], [-1.4076, -4.0929, 0.9395], [-0.0954, -3.3183, 1.0878], [-0.3061, -1.9681, 1.2745], [0.6977, -3.8724, 2.3137], [-0.1238, -3.9897, 3.3761], [1.6846, -3.0368, 2.6849], [1.2610, -5.0743, 2.1247], [0.7530, -3.5881, -0.1827], [0.9462, -4.8922, -0.4281], [1.9762, -3.0137, -0.1245], [0.1428, -3.0904, -1.2782], [-2.0247, -3.8910, 1.8099], [-1.2380, -5.1652, 0.8372], [-1.9277, -3.7155, 0.0606], [-1.4901, 0.7665, -0.3984], [-1.2467, 2.6404, 0.0007], [-0.1208, 3.3709, -0.3559], [-0.0739, 4.7377, -0.1179], [-1.1553, 5.3817, 0.4668], [-2.2723, 4.6461, 0.8351], [-2.3212, 3.2789, 0.6085], [0.7274, 2.8805, -0.8147], [0.8140, 5.2938, -0.3923], [-1.1245, 6.4495, 0.6391], [-3.1088, 5.1350, 1.3175], [-3.1904, 2.7059, 0.9103], [-0.0749, 0.3491, -3.5877], [1.2281, 0.7114, -3.0441], [2.3198, 1.1239, -3.7793], [3.3445, 1.2787, -2.9155], [2.8610, 0.9742, -1.6602], [3.6396, 0.9498, -0.4249], [1.5620, 0.6414, -1.7467], [0.6145, -0.1687, -0.2576], [0.0293, 0.1873, -4.6570], [-0.8038, 1.1345, -3.4023], [-0.4194, -0.5639, -3.1083], [2.2723, 1.2743, -4.8437], [4.3620, 1.5836, -3.0855], [4.5733, 1.4791, -0.5869], [3.8429, -0.0777, -0.1279], [3.0740, 1.4311, 0.3698]], "atomic_forces_ev_per_a": [[0.1042, -0.1408, -0.6005], [0.0830, -0.0432, -0.0594], [0.1515, 0.1770, 0.1986], [-0.0544, -0.0679, 0.1094], [0.0186, 0.1431, -0.0045], [-0.2718, -0.0926, -0.1294], [0.0896, -0.0163, 0.0276], [-0.0284, 0.0226, 0.1916], [-0.1000, -0.2563, 0.5281], [-0.0054, 0.0341, -0.0068], [0.0196, 0.0913, -0.0237], [0.0215, -0.0097, -0.0472], [-0.0892, -0.0462, -0.0367], [-0.0624, 0.1087, -0.0354], [0.0158, 0.0505, 0.0048], [-0.0329, 0.0000, -0.0057], [0.0032, 0.0262, 0.0294], [-0.0220, -0.0247, -0.0112], [-0.0448, -0.0004, 0.0010], [0.0118, -0.0280, -0.0092], [-0.1355, 0.2375, -0.1551], [0.1557, -0.0811, 0.0330], [0.0072, -0.0266, -0.0035], [-0.0061, -0.0587, 0.0197], [0.0395, -0.0248, -0.0013], [-0.0217, 0.0606, -0.0024], [-0.0811, -0.1552, 0.0154], [0.0160, -0.0131, -0.0292], [-0.0345, 0.0217, -0.0060], [0.0071, -0.0189, 0.0300], [-0.0059, -0.0111, -0.0264], [0.0208, 0.0141, 0.0419], [-0.0847, 0.0282, -0.0712], [-0.0643, 0.0685, 0.0589], [-0.0611, 0.0107, -0.0275], [0.0490, 0.0224, 0.0229], [-0.0267, 0.1145, 0.0515], [-0.0447, -0.0251, 0.0660], [-0.0951, -0.2009, 0.0053], [0.4561, 0.1423, -0.1544], [0.0506, -0.0162, 0.0041], [0.0351, 0.0314, 0.0268], [0.0312, -0.0408, 0.0050], [-0.0268, -0.0261, 0.0379], [-0.0203, -0.0278, 0.0485], [0.0054, 0.0110, -0.0436], [0.0404, -0.0081, -0.0395], [-0.0131, 0.0438, -0.0277]], "lowdin_charge": [0.98, 0.17, -1.32, 0.00, 0.04, 0.04, 0.03, -0.47, -0.48, -0.57, 0.12, 0.12, 0.16, -0.57, 0.15, 0.11, 0.10, 0.08, 0.10, 0.10, 0.79, -0.55, -0.13, -0.08, -0.09, -0.07, -0.12, 0.07, 0.10, 0.10, 0.11, 0.11, -0.02, -0.10, -0.02, -0.02, -0.11, -0.01, -0.52, 0.85, 0.10, 0.08, 0.08, 0.13, 0.13, 0.10, 0.10, 0.09]}

=====

{"formula": "C15H16BNO3", "method": "ωB97M-V with the def2-TZVPD basis set", "mol_weight_g_mol": 269.1, "e_tot_ev": -24124.40361, "homo_ev": -8.89, "total_charge": 0, "homo_lumo_gap_ev": 9.0, "e_lumo_ev": 0.1, "species": ["O", "O", "O", "C", "C", "C", "C", "C", "C", "C", "C", "C", "C", "C", "C", "C", "B", "C", "C", "N", "H", "H", "H", "H", "H", "H", "H", "H", "H", "H", "H", "H", "H", "H", "H", "H"], "xyz": [[0.2283, 3.2756, -1.4870], [-0.0567, 1.6427, 0.0697], [-1.2108, 2.6383, -3.7763], [0.1111, 2.1248, -1.2000], [4.1005, -1.2181, 1.0568], [-3.4757, -1.1278, 2.4608], [3.9022, 0.1756, 1.2767], [3.0809, -2.0217, 0.6698], [-2.7892, 0.0772, 2.7295], [-3.0371, -1.8969, 1.3777], [2.6126, 0.6844, 0.9778], [1.8326, -1.5048, 0.4146], [-1.6286, 0.3369, 2.0160], [-1.9163, -1.5626, 0.6411], [1.5899, -0.1291, 0.5632], [-1.1744, -0.4589, 0.9654], [0.0732, 0.1801, 0.1030], [-1.2711, 1.3679, -3.1266], [0.0129, 1.1437, -2.2903], [-0.0277, -0.1114, -1.4731], [-0.7719, 3.3605, -3.2355], [4.9535, -1.7961, 1.1667], [-4.3235, -1.3606, 3.0980], [4.6304, 0.8910, 1.6328], [3.3051, -3.0459, 0.3757], [-3.2321, 0.8391, 3.3251], [-3.5067, -2.8066, 1.1582], [2.4087, 1.7541, 1.1872], [1.0308, -2.1686, 0.1785], [-1.0458, 1.2524, 2.1878], [-1.6188, -2.1765, -0.2224], [-1.3521, 0.6416, -3.9743], [-2.1820, 1.2540, -2.5858], [0.9497, 1.1353, -2.8864], [0.6881, -0.8348, -1.6055], [-0.8901, -0.5550, -1.7689]], "atomic_forces_ev_per_a": [[0.2698, 1.6205, 0.2397], [0.0317, 1.6766, -2.6744], [0.3796, 0.4748, 0.5032], [-0.6345, 0.6832, 2.5019], [-0.3238, 2.3005, 0.5537], [0.7023, 0.9849, -0.3143], [-1.3171, -1.0688, -0.6785], [-0.9928, -0.8778, -1.3736], [0.1182, -1.1570, -1.2513], [0.0060, 0.3306, 1.2677], [1.1194, 1.0018, 0.9919], [0.6800, 0.8199, 0.6235], [0.3127, 0.9584, 0.1581], [0.1027, -0.4217, -0.6170], [-1.4306, -2.2844, -0.7262], [1.0868, 1.0626, -0.5384], [-0.1058, 0.9251, 1.4679], [1.3802, 0.6980, -1.8992], [0.9054, -1.9446, 0.3078], [-0.7377, -1.9946, -1.1553], [-0.6516, -1.5500, -0.2752], [2.2640, -0.0181, 0.5430], [-0.0604, -0.2911, -0.4416], [0.3320, -0.3854, -0.0060], [-0.1084, -0.0272, 0.5064], [-0.0213, 0.2441, 0.9058], [-0.8802, -1.1370, -0.3045], [0.1694, -0.6842, -0.3755], [-0.5618, -0.4379, -0.3051], [-0.5210, -0.2879, 0.1819], [-0.2603, 0.0210, 0.3838], [0.3936, 0.2867, 0.7149], [-0.6140, 0.0351, 1.0949], [-0.8140, 0.2911, 0.1123], [0.1269, 0.5945, -0.6628], [-0.3456, -0.4416, 0.5404]], "nbo_charge": [-0.59, -0.63, -0.73, 0.78, -0.23, -0.20, -0.20, -0.19, -0.21, -0.22, -0.20, -0.24, -0.19, -0.23, -0.29, -0.26, 0.70, -0.06, -0.18, -0.70, 0.51, 0.21, 0.21, 0.22, 0.20, 0.21, 0.20, 0.22, 0.19, 0.22, 0.18, 0.19, 0.18, 0.25, 0.44, 0.42]}